Entry 1:
The following is a DFT calculation (the ωB97M-V functional and the def2-TZVPD basis) of a cluster of 12 separate species, C4H32N2O12 in total at a distorted geometry.

The calculation puts the HOMO-LUMO gap at 9.40 eV. The calculation puts the electronic energy at -1183.9725 a.u. As for the HOMO energy: -0.342 hartree. The molecular weight comes out at 300.30 u. The energy above the lowest of the compared OMol25 structures with the same formula, charge and spin is 3.5123 eV.

The geometry in XYZ format:
```
50
Properties=species:S:1:pos:R:3:forces:R:3
N 0.84882 -0.28294 -0.89603 -0.121 -0.052 -0.468
C 0.84455 -1.75604 -0.66789 0.902 0.880 0.383
C 1.36833 -2.05658 0.72520 0.060 0.346 0.122
N 0.35946 -1.60571 1.66940 -0.095 -0.148 0.083
C 0.67147 -1.70566 3.06389 0.740 0.657 -0.388
C -0.14371 -0.76137 3.88822 -0.038 -0.491 -0.212
O -0.72131 0.18037 3.40350 -0.141 0.053 0.275
H 1.29377 -0.13061 -1.79570 0.176 0.201 0.130
H -0.10116 0.04978 -1.01830 -0.049 0.075 0.372
H 1.53336 -2.17423 -1.39874 -0.301 -0.461 -0.077
H -0.16330 -2.12316 -0.73435 -0.043 -0.408 -0.210
H 2.32809 -1.54328 0.87326 0.023 0.180 -0.058
H 1.60410 -3.10418 0.86038 -0.342 -0.442 -0.027
H 0.12077 -0.64993 1.44491 0.006 0.230 0.027
H 0.63980 -2.72617 3.39889 -0.315 -0.535 0.394
H 1.70518 -1.37920 3.31900 0.076 -0.042 -0.066
H -0.14277 -0.98501 4.96918 -0.093 0.305 0.085
O -1.18706 1.21613 -3.04685 -0.083 0.195 -0.187
H -0.84979 2.08272 -3.29935 0.176 0.009 -0.035
H -0.39793 0.71402 -2.82568 0.039 -0.013 -0.059
O 1.72694 3.21058 -2.23794 -0.761 -0.428 -0.918
H 2.06799 2.78655 -1.45409 0.233 0.464 0.360
H 2.02488 4.11642 -2.33037 0.330 -0.027 0.493
O -0.77023 2.14688 0.92473 -0.035 -0.036 0.088
H -1.69789 2.19076 0.62059 0.250 0.131 -0.030
H -0.79757 2.02110 1.88056 -0.071 -0.074 -0.016
O -2.10442 -0.67846 0.35461 -0.273 -0.005 -0.299
H -2.03648 -0.97035 1.26932 0.281 0.198 -0.008
H -1.96991 0.27887 0.29486 0.004 -0.020 0.279
O 1.69189 4.29079 0.94453 -0.069 0.622 -0.249
H 0.98158 4.22916 0.29576 -0.102 -0.068 0.193
H 1.48115 3.61554 1.59445 0.073 -0.166 -0.110
O -0.41925 -4.30386 -1.69691 -0.135 -0.094 -0.029
H -1.31792 -4.18069 -1.36770 -0.050 -0.163 0.050
H -0.34075 -3.50470 -2.22582 0.169 -0.112 -0.204
O 2.61082 1.75274 0.78194 0.240 -0.600 0.534
H 3.10702 2.25084 0.13161 -0.016 0.154 0.052
H 1.80202 1.41768 0.37968 -0.153 -0.240 -0.374
O 4.46905 -0.30674 2.12692 -0.210 -0.210 -0.216
H 4.36427 -0.25355 1.16895 0.236 0.073 0.039
H 3.58300 -0.05310 2.40388 0.039 0.236 0.196
O -2.91824 1.84346 -0.72540 -0.149 0.273 1.111
H -3.44788 1.06181 -0.97085 0.208 0.530 -0.602
H -2.54983 2.22393 -1.52590 -0.050 -0.469 -0.192
O -2.51156 -2.33716 -1.68882 0.689 0.029 -0.600
H -2.12652 -1.75061 -0.99583 -1.006 -0.252 0.069
H -3.45712 -2.43826 -1.57147 -0.068 0.147 0.486
O -3.94152 0.14748 -2.46873 -0.030 -0.623 -0.653
H -3.34277 -0.61567 -2.51564 0.002 -0.098 0.294
H -3.77145 0.54965 -3.32985 -0.152 0.291 0.169
```
Forces are in eV/Å.



Entry 2:
The following is a DFT calculation (the ωB97M-V functional and the def2-TZVPD basis) of a cluster of 12 separate species, C4H32N2O13 in total at a distorted geometry.

As for the net charge: +1. The calculation puts the HOMO-LUMO gap (spin up / spin down) at 10.05 / 4.49 eV. Its spin multiplicity is 2. The calculation puts the electronic energy at -1258.9306 a.u. As for the HOMO energy (spin up / spin down): -0.471 / -0.471 hartree. The molecular weight comes out at 316.30 u. The energy above the lowest of the compared OMol25 structures with the same formula, charge and spin is 1.4750 eV.

The geometry in XYZ format:
```
51
Properties=species:S:1:pos:R:3:forces:R:3
C -0.44055 1.80179 2.33806 -1.104 -0.229 3.344
N 0.00048 3.06453 1.94796 0.968 -1.768 -1.063
C -0.27042 0.71845 1.17561 -2.075 -2.141 -1.125
C -1.28632 1.04008 0.08352 -0.139 0.694 -0.935
N -0.44771 -0.60988 1.69316 1.221 2.142 -0.400
C 0.50715 -1.00753 2.59928 -0.413 -2.521 1.137
O 0.12789 -2.24031 3.05880 0.237 0.377 -0.634
O 1.46997 -0.43168 3.01476 -0.088 0.746 -0.518
H -1.50155 1.72516 2.66124 0.167 0.366 -1.036
H 0.04612 1.43056 3.25950 0.453 0.408 -0.711
H 1.01839 3.03735 2.01952 -0.024 0.816 0.472
H -0.17023 3.20496 0.94632 -0.515 0.903 0.117
H 0.72274 0.80125 0.77012 0.769 0.347 0.300
H -2.18258 0.46030 -0.15463 0.411 -1.000 0.874
H -0.70869 1.03843 -0.84502 -0.254 0.506 -0.102
H -1.82223 1.99752 0.20694 0.909 0.050 0.291
H -1.12074 -1.29163 1.30159 -0.376 0.524 0.791
H 0.86523 -2.60653 3.56381 0.056 0.014 0.200
H 0.78731 -4.11272 -0.21047 1.062 0.216 0.196
H 0.53944 -3.21184 -1.29911 0.765 0.819 -0.138
O 1.26369 -3.38253 -0.66455 -1.337 -0.869 0.008
H -3.21722 -0.20712 -3.37697 -0.399 0.294 0.159
H -2.45073 -0.74623 -2.22942 -0.110 0.122 0.396
O -3.22240 -0.17455 -2.40641 0.366 -1.808 -0.818
H -0.74206 -1.11711 -0.71130 0.118 0.282 0.269
H -0.05701 -0.88728 -2.13402 0.090 -0.444 -0.066
O -0.58738 -1.50414 -1.56479 -0.502 -0.319 -0.593
H -2.27414 2.22929 -1.39278 -0.354 0.355 -0.706
H -3.32605 1.30284 -2.06254 0.957 2.319 -0.098
O -2.98057 2.27992 -2.04890 -0.553 -1.167 0.497
H 1.83231 3.18924 0.06061 0.456 0.678 -0.590
H 1.10359 4.25279 -0.94963 0.432 0.163 0.301
O 1.21335 3.33731 -0.67759 -0.778 -0.557 0.197
H 1.81223 -0.54392 -3.30937 -0.015 -0.218 -0.205
H 0.88299 0.56928 -3.10962 0.119 0.004 -0.310
O 0.87728 -0.34406 -3.44211 -0.265 0.182 0.200
H 2.26016 -1.70864 -0.26822 0.092 -0.105 0.155
H 3.69300 -1.18277 -0.12005 0.188 -0.155 -0.011
O 2.77994 -0.94820 0.05722 -0.459 0.154 -0.233
H 2.41947 0.60334 -1.21654 0.057 0.131 0.125
H 2.14207 2.11020 -1.64379 0.104 -0.699 -0.073
O 2.36501 1.21187 -1.96940 0.062 0.519 0.131
H 3.40528 2.24820 1.74281 -0.151 0.447 0.090
H 3.89453 1.67028 0.50843 -0.109 0.069 -0.780
O 3.33566 2.40634 0.78923 0.154 -0.525 0.996
H -3.42509 -2.15041 1.67069 0.241 1.039 0.330
H -2.81474 -2.90057 0.65172 0.715 0.269 -0.622
O -2.72129 -1.99832 1.01511 -1.027 -1.413 0.164
H -0.93380 -3.79131 0.92448 0.035 0.382 -0.364
H -1.40020 -4.16561 -0.57898 0.177 0.467 0.236
O -1.26156 -4.46637 0.32571 -0.331 -0.863 0.155
```
Forces are in eV/Å.



Entry 3:
The following is a DFT calculation (the ωB97M-V functional and the def2-TZVPD basis) of a cluster of 11 separate species, C4H32NO10 in total at a distorted geometry.

As for the net charge: +1. The calculation puts the HOMO-LUMO gap at 11.16 eV. The calculation puts the electronic energy at -978.3875 a.u. As for the HOMO energy: -0.506 hartree. The molecular weight comes out at 254.30 u. The energy above the lowest of the compared OMol25 structures with the same formula, charge and spin is 4.8480 eV.

The geometry in XYZ format:
```
47
Properties=species:S:1:pos:R:3:forces:R:3
C -0.14029 -1.23008 2.49614 2.829 -0.132 0.722
C -0.28272 -0.55567 1.17155 -0.364 2.838 -0.333
C -0.46861 1.04969 1.34781 -4.262 -1.423 -2.466
C -0.85459 1.85479 -0.12736 2.058 2.704 3.073
N 0.98032 -0.88239 0.36173 -3.117 8.382 -2.747
H 0.04383 -2.30489 2.34643 0.146 0.279 0.133
H -0.97001 -1.16839 3.11800 -1.868 0.278 0.777
H 0.70741 -0.76693 3.14384 -1.118 -0.862 -1.383
H -1.27964 -0.72670 0.67940 1.611 -1.048 -0.050
H -1.43501 0.99990 1.97971 2.102 0.515 -0.885
H 0.26653 1.52027 1.92390 0.950 0.766 0.566
H 0.07006 2.18287 -0.55240 1.371 -0.146 -0.202
H -1.19701 1.28469 -0.89252 -1.033 -2.002 -1.749
H -1.36808 2.89181 -0.28724 0.156 -2.010 1.641
H 1.29186 -1.75215 0.46378 1.919 -4.841 0.360
H 0.79939 -0.67234 -0.68330 0.180 -1.218 1.817
H 1.69146 -0.06933 0.50476 -0.672 -2.397 0.540
H 0.65247 -3.99516 -0.76967 -2.184 -1.075 -0.856
H 2.11478 -4.01220 -0.54401 -0.182 0.457 0.076
O 1.32639 -3.45221 -0.44909 2.325 0.492 1.068
H 2.25592 3.03011 -1.31132 -2.296 1.721 0.118
H 3.12822 2.44545 -2.45580 -0.146 0.239 -1.789
O 2.98464 2.52635 -1.53856 2.278 -1.257 1.345
H -4.26764 2.24386 1.25299 1.766 -1.142 -0.654
H -2.90604 1.41307 1.31816 2.221 -0.802 2.768
O -3.54112 1.74455 0.77005 -4.369 2.010 -2.254
H 2.24397 1.67968 1.62792 -0.393 0.240 0.379
H 3.31535 0.75191 1.89247 -0.314 -0.477 0.541
O 2.39321 0.90322 2.18544 1.132 0.438 -0.888
H 3.11771 1.19081 -0.95495 0.902 -2.501 0.493
H 3.97211 -0.29345 -0.94198 0.224 0.304 -0.236
O 3.22977 0.19341 -0.58424 -0.756 1.800 -0.207
H -3.27629 1.08216 3.52055 1.358 0.700 0.511
H -2.01413 1.33583 4.35186 1.787 -1.138 4.116
O -2.39716 1.54619 3.57331 -3.627 0.455 -4.063
H -3.25675 -0.91872 -1.43907 1.638 1.137 0.415
H -2.47217 0.40255 -0.87004 -0.483 -2.333 -0.825
O -2.34029 -0.53158 -1.26405 -2.043 1.278 0.197
H -1.76159 -2.32302 -1.01034 -1.192 6.878 2.215
H -1.99329 -3.23054 -2.05302 -1.360 -0.704 -2.973
O -1.58679 -3.13459 -1.24620 2.800 -6.535 0.743
H -0.52990 1.77867 -3.91245 0.710 -0.247 -0.246
H -0.91071 0.57426 -3.13535 2.071 0.251 -1.032
O -0.09758 0.94692 -3.63649 -2.799 -0.108 1.381
H 1.04670 -2.27741 -3.52838 -1.590 0.347 -1.400
H 1.96521 -1.21715 -2.86783 0.830 5.857 0.005
O 1.75007 -2.05811 -2.97417 0.803 -5.968 1.236
```
Forces are in eV/Å.



Entry 4:
The following is a DFT calculation (the ωB97M-V functional and the def2-TZVPD basis) of a cluster of 13 separate species, C4H32NO15 in total at a distorted geometry.

As for the net charge: -1. The calculation puts the HOMO-LUMO gap at 7.54 eV. The calculation puts the electronic energy at -1354.8377 a.u. As for the HOMO energy: -0.188 hartree. The molecular weight comes out at 334.29 u. The energy above the lowest of the compared OMol25 structures with the same formula, charge and spin is 9.3909 eV.

The geometry in XYZ format:
```
52
Properties=species:S:1:pos:R:3:forces:R:3
O 1.37771 0.92207 -1.78357 0.926 0.531 -1.747
C 0.95788 0.33883 -0.84340 -2.438 -0.994 0.257
C -0.54699 0.61963 -0.49262 -0.460 1.018 0.611
C -1.25730 -0.41606 0.43544 3.114 0.135 0.190
O -1.01572 -1.47973 -0.41707 -0.770 -4.476 -1.623
N -0.65762 1.93328 0.00418 -2.210 1.542 1.509
C -0.76421 2.08881 1.56589 3.423 3.604 -3.116
O -0.25534 1.04056 2.07249 1.577 -1.880 1.974
H 1.60851 -0.41207 -0.40433 0.004 -0.430 1.003
H -1.06695 0.66032 -1.49613 0.630 -0.974 0.821
H -0.58251 -0.56933 1.41779 -2.216 0.023 -2.576
H -2.30924 -0.26191 0.66673 0.138 0.274 0.061
H -1.68284 -1.66257 -1.12436 0.313 0.718 1.147
H -0.38567 2.71540 -0.57338 0.333 -0.123 0.195
H -1.70790 2.36931 1.96963 -1.428 0.275 -0.171
H -0.01306 2.98401 1.65659 -1.377 -0.313 0.311
H -0.07750 -4.77893 -1.35774 0.442 -0.155 0.104
H -0.06419 -3.38922 -1.02294 -2.011 3.139 1.393
O 0.50942 -4.01212 -1.33257 1.937 -2.844 -1.970
H -4.15186 1.96866 -1.27709 1.591 -2.010 0.432
H -2.72668 1.70951 -0.63370 -1.397 -1.284 -0.681
O -3.52308 1.18580 -1.05403 0.124 4.131 0.410
H -0.70717 0.69028 3.35164 -0.781 -0.334 0.594
H -0.86913 -0.13290 4.80079 0.556 -0.817 0.508
O -1.27475 0.47211 4.20831 -0.470 0.926 -0.471
H 2.40026 -1.07787 -3.60055 0.275 0.056 0.486
H 1.01193 -1.07248 -4.23369 1.820 -0.090 -0.451
O 1.98936 -1.11618 -4.46046 -2.101 0.077 -0.025
H 4.12430 2.18739 0.43877 0.844 0.497 0.670
H 2.87456 1.47112 0.90710 -2.124 -0.608 3.801
O 3.33961 1.73637 0.18879 1.151 0.941 -4.248
H 4.40479 -0.23268 1.49458 0.031 -0.896 -0.150
H 3.10565 -0.29986 0.88987 -0.697 -0.311 -0.422
O 3.82759 -0.89621 1.06501 0.949 0.480 0.743
H 1.10432 0.33752 4.15871 3.043 0.814 -3.077
H 1.23839 0.73519 2.66306 -0.964 0.428 -0.658
O 1.84342 0.52304 3.37746 -1.383 -1.136 3.994
H 2.33611 -2.29569 2.36187 -2.736 0.097 -1.278
H 0.93020 -1.92736 1.52074 0.870 0.217 0.280
O 1.38395 -2.56519 2.08766 1.797 -0.278 1.017
H -1.77147 1.48571 -2.83558 -0.263 0.233 -0.817
H -1.33337 2.00918 -4.19679 2.221 0.914 -1.154
O -2.06548 1.68628 -3.74735 -2.049 -1.061 1.801
H -4.62951 -0.47974 -0.59252 -0.058 0.249 1.376
H -4.27114 -0.67927 -1.91189 0.347 -1.312 0.452
O -4.35232 -1.23755 -1.09501 -0.209 0.395 -1.867
H -0.84461 -3.37830 0.67937 -0.156 -1.623 0.663
H -0.76633 -4.34143 1.84612 0.706 0.097 3.673
O -0.89935 -4.34412 0.95291 -0.942 1.547 -3.976
H 2.25297 3.19227 -1.37168 1.172 -0.907 2.565
H 2.06204 2.63762 -2.72942 0.461 -2.325 -1.273
O 1.89034 3.35853 -2.19361 -1.556 3.820 -1.289
```
Forces are in eV/Å.



Q: Number 3 is which compound?
A: C4H32NO10



Q: Among the records above, which one has the lowest molecular weight?
A: C4H32NO10



Q: What is the formula in the first record?
A: C4H32N2O12